Molecular formula: C2HO4S
Method: DFT, ωB97M-V with the def2-TZVPD basis set

```
! RIJCOSX wB97M-V def2-TZVPD def2/J DEFGRID3
* xyz -1 1
C -1.089 -0.607 0.167
C 0.037 0.512 -0.218
O -2.181 -0.205 0.545
O -0.611 -1.768 -0.072
O 0.979 -0.085 -1.072
O 1.099 0.940 1.072
S 2.072 -0.187 0.185
H -0.306 1.399 -0.608
*
```

relative energy (zero: lowest compared OMol25 entry of this formula, charge and spin)	3.138	eV
highest occupied orbital energy	-3.899	eV
E	-21113.5785	eV
Kohn-Sham gap	7.3	eV

Atomic partial charges in e from the Mulliken method, atoms 1 to 6: 0.517 0.191 -0.693 -0.688 -0.256 -0.431

---

Molecular formula: C2HO4S
Method: DFT, ωB97M-V with the def2-TZVPD basis set

```
! RIJCOSX wB97M-V def2-TZVPD def2/J DEFGRID3
* xyz -1 1
C -0.227 0.631 -1.188
C -0.111 -0.414 0.197
O -0.741 1.756 -0.976
O 0.262 0.101 -2.193
O -0.679 0.238 1.271
O 1.234 -0.669 0.658
S 0.711 -0.145 2.170
H -0.448 -1.498 0.061
*
```

relative energy (zero: lowest compared OMol25 entry of this formula, charge and spin)	2.674	eV
highest occupied orbital energy	-3.865	eV
E	-21114.0425	eV
Kohn-Sham gap	7.0	eV

Atomic partial charges in e from the Mulliken method, atoms 1 to 6: 0.451 0.267 -0.673 -0.679 -0.262 -0.302

---

Molecular formula: C2I3NO3
Method: DFT, ωB97M-V with the def2-TZVPD basis set

```
! RIJCOSX wB97M-V def2-TZVPD def2/J DEFGRID3
* xyz 0 1
C 0.210 0.727 0.173
C 2.299 -0.235 -0.536
N -2.287 -0.423 0.094
O -2.666 0.468 -0.563
O -2.712 -1.382 0.606
O -0.473 -0.196 0.465
I -0.245 2.582 -0.598
I 3.748 0.735 0.592
I 2.127 -2.277 -0.234
*
```

relative energy (zero: lowest compared OMol25 entry of this formula, charge and spin)	7.050	eV
highest occupied orbital energy (alpha / beta)	-8.306 / -8.251	eV
E	-33998.9812	eV
Kohn-Sham gap (alpha / beta)	6.3 / 6.7	eV

Atomic partial charges in e from the Mulliken method, atoms 1 to 6: 0.160 -0.330 0.961 -0.443 -0.487 -0.311

---

Molecular formula: C2I5O3S
Method: DFT, ωB97M-V with the def2-TZVPD basis set

```
! RIJCOSX wB97M-V def2-TZVPD def2/J DEFGRID3
* xyz -1 1
C -0.841 0.387 -0.351
C -2.760 -0.359 0.125
O 2.561 0.245 1.529
O 2.449 1.135 -0.750
O -0.075 -0.352 0.264
S 2.278 -0.005 0.131
I -1.030 2.504 0.050
I -0.837 0.390 -2.549
I -4.276 0.550 -1.054
I -2.246 -2.339 -0.491
I -3.165 -0.120 2.092
*
```

relative energy (zero: lowest compared OMol25 entry of this formula, charge and spin)	0.000	eV
highest occupied orbital energy	-4.983	eV
E	-59555.2681	eV
Kohn-Sham gap	7.2	eV

Atomic partial charges in e from the Mulliken method, atoms 1 to 6: -0.299 -0.651 -0.450 -0.435 -0.506 0.787

---

Molecular formula: C2INO
Method: DFT, ωB97M-V with the def2-TZVPD basis set

```
! RIJCOSX wB97M-V def2-TZVPD def2/J DEFGRID3
* xyz 0 1
N 0.195 2.077 0.570
C 0.109 0.959 0.227
C -0.119 -0.383 -0.191
O 1.286 -1.107 0.569
I -1.471 -1.546 -1.176
*
```

relative energy (zero: lowest compared OMol25 entry of this formula, charge and spin)	4.580	eV
highest occupied orbital energy (alpha / beta)	-10.553 / -10.529	eV
structure (SMILES)	N#CC(=O)I
E	-13705.9007	eV
Kohn-Sham gap (alpha / beta)	7.7 / 7.6	eV

The Mulliken scheme yields these atomic charges, measured in e: -0.282 0.389 -0.034 -0.418 0.345

---

Molecular formula: C2LiO4Pm
Method: DFT, ωB97M-V with the def2-TZVPD basis set

```
! RIJCOSX wB97M-V def2-TZVPD def2/J DEFGRID3
* xyz 1 6
O -0.333 0.582 1.444
C 0.522 0.220 0.587
O 1.552 -0.428 0.842
Li 1.389 -2.059 -0.172
Pm -2.266 1.872 0.720
O 0.335 -0.943 -1.491
O -1.125 0.709 -1.071
C -0.073 0.047 -0.860
*
```

relative energy (zero: lowest compared OMol25 entry of this formula, charge and spin)	0.000	eV
highest occupied orbital energy (alpha / beta)	-11.898 / -13.049	eV
E	-27018.9894	eV
Kohn-Sham gap (alpha / beta)	6.9 / 8.1	eV

Atomic partial charges in e from the Mulliken method, atoms 1 to 6: -0.696 0.508 -0.788 0.926 1.677 -0.709

---

Molecular formula: C2N2S2
Method: DFT, ωB97M-V with the def2-TZVPD basis set

```
! RIJCOSX wB97M-V def2-TZVPD def2/J DEFGRID3
* xyz 0 1
C -0.767 -0.558 1.226
C -0.731 0.422 0.331
N -0.838 -1.403 2.028
N 1.552 1.017 -2.461
S -0.225 1.262 -0.890
S 2.591 -0.015 -2.276
*
```

relative energy (zero: lowest compared OMol25 entry of this formula, charge and spin)	4.240	eV
highest occupied orbital energy (alpha / beta)	-7.472 / -7.472	eV
E	-26718.8872	eV
Kohn-Sham gap (alpha / beta)	5.5 / 5.5	eV

The Mulliken scheme yields these atomic charges, measured in e: 0.623 -0.118 -0.334 -0.259 -0.045 0.133

---

Molecular formula: C2N3O
Method: DFT, ωB97M-V with the def2-TZVPD basis set

```
! RIJCOSX wB97M-V def2-TZVPD def2/J DEFGRID3
* xyz -1 1
C 0.986 1.523 0.141
C 0.129 0.519 0.350
N 1.431 2.641 0.218
N -0.330 -0.552 -0.031
N -0.590 -1.750 -0.162
O -1.625 -2.380 -0.517
*
```

relative energy (zero: lowest compared OMol25 entry of this formula, charge and spin)	1.713	eV
highest occupied orbital energy	-2.754	eV
E	-8587.6175	eV
Kohn-Sham gap	7.0	eV

The Mulliken scheme yields these atomic charges, measured in e: 0.241 -0.042 -0.607 0.507 -0.526 -0.573